Density functional theory data (ωB97M-V with the def2-TZVPD basis set) for 16 unconnected molecules or ions with the total composition C42H81Cl30NO2P in a non-equilibrium geometry.

Element x y z (Å)
C 5.221 -2.010 -0.893
C 5.034 -1.927 0.700
C 3.514 -2.088 1.208
C 2.728 -3.343 0.587
C 1.565 -2.966 -0.449
C 0.440 -1.969 0.127
C 0.746 -0.598 -0.703
C 0.566 -0.482 -2.272
C 0.943 0.869 -2.919
N 1.419 2.049 -2.278
C 1.568 1.925 -0.866
C 1.269 0.697 0.020
C -1.053 -2.638 -0.083
O -1.652 -3.028 1.204
P -1.031 -1.970 2.434
O 0.438 -1.618 1.520
H 4.254 -2.238 -1.451
H 5.698 -1.053 -1.315
H 5.989 -2.844 -1.107
H 5.367 -0.867 1.011
H 5.711 -2.648 1.288
H 3.581 -2.278 2.347
H 2.990 -1.084 1.089
H 3.508 -3.963 -0.006
H 2.334 -3.987 1.442
H 2.043 -2.618 -1.427
H 1.025 -3.959 -0.705
H 0.213 -1.362 -2.897
H 0.837 0.922 -4.066
H 1.976 2.853 -0.315
H 1.413 0.628 1.143
H -1.099 -3.653 -0.639
H -1.858 -1.909 -0.481
H -2.131 -2.089 3.360
H -0.392 -3.108 3.071
H -0.512 -0.973 3.369
H -1.623 -0.921 1.601
Cl -1.335 4.764 0.384
C -0.459 5.841 1.498
C 0.916 6.209 0.977
Cl 2.025 4.815 0.968
H -0.401 5.349 2.471
H -1.065 6.743 1.609
H 1.366 6.967 1.620
H 0.867 6.609 -0.037
Cl 8.842 -3.610 0.434
C 9.777 -2.402 1.351
C 8.950 -1.720 2.424
Cl 7.691 -0.656 1.748
H 10.186 -1.681 0.640
H 10.610 -2.935 1.812
H 9.594 -1.090 3.040
H 8.461 -2.448 3.075
Cl 1.933 0.399 3.737
C 1.520 -0.802 4.984
C 2.674 -1.064 5.933
Cl 4.025 -1.912 5.137
H 1.196 -1.714 4.480
H 0.670 -0.400 5.539
H 2.341 -1.704 6.753
H 3.062 -0.137 6.359
Cl 3.498 7.539 -0.705
C 2.833 8.018 -2.285
C 2.513 9.498 -2.347
Cl 1.141 9.933 -1.296
H 1.950 7.407 -2.481
H 3.589 7.772 -3.034
H 2.231 9.773 -3.365
H 3.369 10.106 -2.054
Cl -1.901 -3.941 -3.025
C -3.420 -3.060 -3.323
C -3.302 -2.115 -4.494
Cl -2.216 -0.753 -4.128
H -3.693 -2.530 -2.409
H -4.187 -3.811 -3.523
H -4.279 -1.686 -4.731
H -2.928 -2.622 -5.385
Cl 1.736 1.652 7.660
C 2.616 2.739 8.762
C 3.989 3.100 8.234
Cl 5.098 1.706 8.235
H 2.675 2.256 9.739
H 2.010 3.641 8.867
H 4.441 3.864 8.870
H 3.938 3.491 7.216
Cl -4.742 1.077 -6.093
C -4.033 2.308 -5.017
C -3.743 3.605 -5.743
Cl -2.418 3.435 -6.923
H -3.131 1.887 -4.570
H -4.757 2.485 -4.218
H -3.432 4.368 -5.027
H -4.623 3.973 -6.274
Cl 1.465 -0.782 12.603
C -0.032 -0.468 11.691
C 0.146 0.623 10.655
Cl 0.389 2.225 11.398
H -0.819 -0.218 12.406
H -0.305 -1.403 11.199
H -0.749 0.696 10.035
H 0.997 0.422 10.002
Cl -9.862 -2.119 -5.029
C -8.975 -1.053 -3.912
C -7.595 -0.702 -4.428
Cl -6.500 -2.109 -4.435
H -8.926 -1.546 -2.939
H -9.571 -0.144 -3.802
H -7.137 0.050 -3.783
H -7.635 -0.301 -5.443
Cl -11.159 0.922 -4.936
C -12.488 0.492 -6.043
C -13.031 1.697 -6.783
Cl -13.893 2.819 -5.699
H -13.265 -0.006 -5.462
H -12.083 -0.229 -6.756
H -13.750 1.374 -7.539
H -12.236 2.253 -7.282
Cl 6.347 2.592 0.559
C 7.225 3.702 1.638
C 8.595 4.063 1.099
Cl 9.714 2.676 1.119
H 7.291 3.235 2.622
H 6.614 4.603 1.728
H 9.044 4.840 1.720
H 8.537 4.436 0.075
Cl -16.723 0.594 -7.867
C -17.159 -0.609 -6.629
C -16.016 -0.891 -5.675
Cl -14.672 -1.748 -6.470
H -17.488 -1.517 -7.139
H -18.009 -0.202 -6.077
H -16.361 -1.531 -4.861
H -15.620 0.030 -5.240
Cl -4.978 4.256 -2.181
C -5.678 3.546 -0.705
C -6.113 2.108 -0.909
Cl -7.517 1.979 -2.002
H -6.511 4.176 -0.389
H -4.905 3.592 0.065
H -6.415 1.674 0.045
H -5.307 1.499 -1.321
Cl 10.106 -8.460 2.647
C 10.210 -7.594 1.094
C 11.516 -6.839 0.947
Cl 11.630 -5.462 2.071
H 9.350 -6.927 1.020
H 10.126 -8.344 0.307
H 11.595 -6.431 -0.063
H 12.376 -7.488 1.121
Cl 7.699 -8.151 -0.685
C 6.183 -7.277 -1.029
C 6.308 -6.354 -2.226
Cl 7.378 -4.967 -1.907
H 5.895 -6.730 -0.130
H 5.421 -8.034 -1.226
H 5.329 -5.943 -2.480
H 6.693 -6.884 -3.100

Output
Total charge: -1
HOMO energy (eV): -4.47
Spin multiplicity: 1